Below is a cluster of 14 separate species, C8H38O13 in total at a distorted geometry, with properties calculated with ωB97M-V/def2-TZVPD.

LUMO, Eh: 0.0002
HOMO-LUMO gap, eV: 8.62
Energy above the lowest of the compared OMol25 structures with the same formula, charge and spin, kJ/mol: 506.4

```
59
Properties=species:S:1:pos:R:3:forces:R:3
C -0.898 3.417 -2.223 0.2 -0.3 0.6
C -1.058 1.911 -1.841 -1.3 0.5 -0.7
C -0.032 1.467 -0.842 -1.0 -0.3 -0.5
C -0.336 1.024 0.373 1.0 -0.4 0.0
C 2.297 0.759 -0.702 0.4 -0.6 -1.5
C 1.317 1.336 -1.418 0.7 0.4 1.5
C 4.382 1.019 -1.929 1.2 1.7 -0.6
C 3.470 0.200 -1.439 -0.5 1.5 1.2
H -1.199 3.625 -3.232 -0.5 0.2 -0.3
H 0.081 3.884 -2.119 0.7 -0.9 -0.2
H -1.399 4.048 -1.497 -0.9 0.0 -0.1
H -2.133 1.660 -1.637 0.7 0.8 1.1
H -1.095 1.226 -2.700 1.3 0.4 -0.4
H 0.416 0.529 0.967 0.1 0.2 0.3
H -1.297 0.972 0.805 -1.2 0.3 0.0
H 2.194 0.393 0.309 -0.4 0.0 0.1
H 1.558 1.788 -2.391 -0.3 -0.6 0.2
H 5.205 0.862 -2.598 0.3 -1.4 -0.2
H 4.501 2.128 -1.764 -1.3 -1.1 0.4
H 3.374 -0.877 -1.423 0.8 -0.2 -0.7
H 2.885 -3.288 -3.574 0.1 -0.2 0.3
H 2.066 -3.525 -2.354 0.0 -0.3 0.1
O 2.803 -3.918 -2.838 -0.2 0.2 -0.2
H -0.745 -1.920 -1.298 0.3 -0.1 0.7
H -0.996 -1.969 0.194 0.1 -0.4 -0.2
O -0.396 -2.335 -0.479 -0.4 1.2 -0.4
H -5.060 0.443 -1.270 -0.2 0.0 -0.2
H -5.497 -0.458 -2.465 0.0 0.1 0.2
O -4.851 -0.361 -1.757 0.0 0.2 -0.1
H 3.473 -1.383 -4.914 -0.1 0.3 0.0
H 2.433 -0.678 -3.988 0.1 0.1 -0.1
O 2.944 -1.481 -4.119 0.0 -0.1 -0.1
H 1.587 3.318 3.299 0.4 -0.3 0.3
H 2.772 2.449 3.894 -0.1 0.4 -0.2
O 1.980 2.437 3.351 -1.0 -0.5 0.5
H -2.224 3.271 3.293 0.0 -0.1 0.2
H -1.506 3.005 2.004 0.3 -0.1 0.0
O -1.366 2.986 2.958 -0.2 0.1 -0.2
H 1.868 -3.695 2.806 0.2 -0.7 -0.7
H 2.523 -4.845 1.858 -0.7 0.2 0.1
O 2.672 -4.104 2.447 0.5 0.6 0.6
H -3.573 -1.591 0.762 0.3 -0.7 -0.2
H -4.139 -1.475 -0.554 0.6 -0.8 -0.6
O -3.476 -2.049 -0.101 -0.8 1.4 1.0
H -3.376 0.025 2.750 -0.6 0.2 1.4
H -5.045 0.014 2.885 0.5 -0.1 0.9
O -4.254 0.055 2.357 0.0 -0.1 -2.4
H -2.102 -1.961 2.791 -0.4 -0.3 0.2
H -1.919 -3.325 3.573 -0.4 0.1 -0.2
O -1.477 -2.552 3.216 0.8 0.1 0.0
H 3.385 2.698 0.788 -0.9 0.8 -0.7
H 3.251 4.157 1.696 -0.6 -0.3 -1.3
O 3.552 3.267 1.529 2.1 -0.3 1.4
H -2.248 -0.076 5.151 -0.1 -0.2 -0.1
H -1.331 0.599 4.152 -0.1 0.2 -0.2
O -2.235 0.272 4.255 0.3 0.1 0.2
H -0.242 -5.218 -1.767 0.4 0.3 0.5
H -0.677 -3.696 -1.318 0.4 -1.2 0.3
O -0.808 -4.464 -1.914 -0.8 0.2 -0.9
```
Positions in Å, forces in eV/Å.

=====

Below is a structure of composition C8H3Cl3N9OPt at a distorted geometry, with properties calculated with ωB97M-V/def2-TZVPD.

Total charge: -1
LUMO, Eh: 0.0520
HOMO-LUMO gap, eV: 7.02
Energy above the lowest of the compared OMol25 structures with the same formula, charge and spin, kJ/mol: 32.1

```
25
Properties=species:S:1:pos:R:3:forces:R:3
Pt -0.007 0.012 -0.347 0.8 -1.4 -2.6
N 1.491 -2.583 -2.139 0.0 -0.1 -0.2
C 0.189 -2.744 -1.760 -0.5 0.1 0.4
N -0.567 -3.773 -2.081 0.2 -0.1 0.0
N -1.748 -3.538 -1.474 -0.1 0.1 0.0
N -1.723 -2.429 -0.829 -0.1 0.1 0.1
N -0.497 -1.897 -0.981 0.9 1.3 0.2
C 2.281 -1.536 -1.760 0.2 0.5 0.4
N 3.551 -1.396 -2.082 0.0 -0.2 0.0
N 3.938 -0.255 -1.474 0.0 0.2 0.0
N 2.965 0.278 -0.829 0.0 0.1 0.1
N 1.891 -0.518 -0.981 -1.6 -0.1 0.2
H 1.913 -3.314 -2.683 0.0 0.0 0.0
Cl -2.633 4.560 4.750 0.0 0.0 0.1
C -2.159 3.740 3.294 0.0 -0.1 -0.2
C -1.470 2.546 3.364 0.0 0.0 0.1
C -1.107 1.918 2.187 0.0 0.0 -0.2
Cl -0.243 0.421 2.260 -0.1 0.1 1.1
C -1.396 2.418 0.900 -0.2 0.4 0.5
O -1.061 1.839 -0.214 0.4 -0.7 0.1
C -2.104 3.645 0.907 0.1 -0.2 -0.1
Cl -2.510 4.348 -0.620 0.0 0.1 -0.1
C -2.480 4.295 2.064 0.0 0.0 0.0
H -1.214 2.102 4.316 0.0 0.0 0.0
H -3.019 5.229 2.002 0.0 0.0 0.0
```
Positions in Å, forces in eV/Å.

=====

Below is a structure of composition C8H4NO5PdS at a distorted geometry, with properties calculated with ωB97M-V/def2-TZVPD.

Total charge: +1
LUMO (spin up / spin down), Eh: -0.1612 / -0.2216
HOMO-LUMO gap (spin up / spin down), eV: 7.57 / 7.68
Energy above the lowest of the compared OMol25 structures with the same formula, charge and spin, kJ/mol: 0.0
⟨S²⟩: 2.02
Multiplicity: 3

```
20
Properties=species:S:1:pos:R:3:forces:R:3
O -0.329 0.061 -4.224 0.0 -0.5 4.6
C -0.306 -0.047 -3.068 0.0 0.5 -5.4
Pd 0.101 -0.102 -1.123 0.4 0.0 0.1
O 3.145 0.066 -1.892 -3.8 -0.1 2.2
C 2.114 0.043 -1.360 5.0 0.5 -3.0
C -2.348 0.537 -0.536 -3.2 0.7 2.9
O -2.862 0.388 0.579 2.0 0.0 -3.8
C -0.566 -2.012 -0.811 -2.8 -3.6 -0.8
O -1.275 -2.880 -1.067 2.1 2.2 0.8
C -1.072 1.620 -0.696 -1.3 1.7 -0.6
O -1.476 2.701 -0.945 0.6 -1.0 0.3
H -2.885 0.372 -1.513 0.5 -0.3 0.7
S 0.327 0.569 3.419 0.5 -0.6 -0.6
C 1.638 -0.401 2.901 1.7 -1.0 -0.5
C 1.693 -0.646 1.544 -1.8 1.1 1.1
N 0.586 -0.028 0.962 -0.5 0.5 1.1
C -0.207 0.627 1.812 1.8 -1.0 -0.2
H 2.407 -0.802 3.552 -0.3 0.3 0.3
H 2.413 -1.216 0.919 -0.7 0.5 0.9
H -1.098 1.150 1.547 -0.3 0.1 -0.1
```
Positions in Å, forces in eV/Å.

=====

Below is a cluster of 22 separate species, C8H51F6N3O24S2 in total at a distorted geometry, with properties calculated with ωB97M-V/def2-TZVPD.

Total charge: -1
LUMO (spin up / spin down), Eh: 0.0561 / 0.0557
HOMO-LUMO gap (spin up / spin down), eV: 2.26 / 8.94
⟨S²⟩: 0.75
Multiplicity: 2

```
94
Properties=species:S:1:pos:R:3:forces:R:3
C -1.426 1.872 1.337 -0.4 -0.9 0.8
C -1.078 0.354 1.375 -0.3 1.8 -0.4
N 0.217 0.241 0.715 0.5 -1.6 -0.3
C 0.414 0.549 -0.590 0.8 0.4 -1.9
C 1.736 0.339 -0.932 -1.3 -0.9 1.8
N 2.313 -0.239 0.199 -3.8 1.9 0.3
C 1.338 -0.275 1.212 2.5 0.1 -2.0
C 3.655 -0.675 0.257 0.7 -1.5 1.1
H -1.618 2.331 0.367 0.3 -0.6 -0.3
H -0.584 2.376 1.812 -0.4 0.4 0.2
H -2.368 1.965 1.877 0.3 0.5 0.4
H -1.867 -0.200 0.866 0.4 -0.4 -0.2
H -0.982 0.009 2.404 0.0 0.0 -0.1
H -0.404 0.736 -1.271 0.0 0.5 0.2
H 2.277 0.438 -1.861 -0.1 0.1 0.2
H 1.533 -0.632 2.212 -0.2 0.1 0.0
H 3.591 -1.748 0.077 0.6 -0.1 0.0
H 3.966 -0.498 1.287 0.7 -0.1 -0.2
H 4.324 -0.244 -0.488 -0.4 0.3 0.2
C -2.816 -3.202 -1.724 0.2 0.1 -0.8
F -2.588 -4.504 -1.437 -0.3 1.3 -0.3
F -3.949 -3.112 -2.509 1.7 -0.2 2.0
F -2.968 -2.520 -0.534 -0.1 -1.1 -1.6
S -1.307 -2.341 -2.683 -1.5 -0.1 -0.8
O -1.662 -0.940 -2.441 0.7 -1.9 -0.5
O -0.074 -2.827 -2.122 -0.6 -0.3 -0.4
N -1.506 -2.957 -4.368 0.4 0.8 4.1
S -2.304 -1.764 -5.010 -0.1 3.7 -2.5
O -3.578 -1.387 -4.443 0.0 -0.5 -0.2
O -1.426 -0.604 -5.308 -0.9 -1.7 -0.1
C -2.766 -2.505 -6.723 0.0 2.0 2.6
F -1.693 -2.995 -7.229 1.8 -0.7 -1.6
F -3.635 -3.440 -6.537 -1.5 -1.8 0.2
F -3.329 -1.587 -7.510 0.4 0.2 -0.1
O -0.478 5.576 3.027 0.0 0.3 0.6
H 0.302 5.021 3.017 0.5 -0.2 -0.1
H -0.979 5.299 2.259 -0.4 0.0 -0.3
O -2.572 2.915 4.470 -0.3 -0.1 -0.1
H -2.054 3.680 4.719 0.3 0.4 -0.2
H -2.185 2.192 4.964 0.0 -0.3 0.1
O -1.072 2.108 -3.995 0.6 0.6 -0.1
H -1.827 1.665 -3.608 -0.4 -0.3 0.3
H -0.653 1.440 -4.538 -0.1 -0.3 -0.2
O -4.935 1.621 1.925 0.1 0.1 0.5
H -4.611 1.288 1.088 0.1 -0.3 -0.5
H -5.872 1.428 1.914 -0.3 0.0 0.0
O 4.577 -4.904 -0.882 0.3 -0.2 -0.5
H 3.826 -5.308 -1.318 0.0 -0.1 -0.1
H 4.198 -4.437 -0.137 0.0 0.2 0.5
O 3.357 -4.228 1.546 0.0 0.1 -0.1
H 2.443 -4.502 1.470 -0.3 -0.1 0.0
H 3.473 -4.032 2.475 0.2 0.2 0.3
O 6.621 0.202 1.242 0.2 -0.5 0.1
H 6.847 0.446 0.345 0.1 0.0 -0.4
H 6.241 0.995 1.619 -0.3 0.4 0.3
O 2.593 1.366 3.796 -0.8 0.6 -0.3
H 2.363 0.516 4.172 -0.3 -0.6 0.3
H 3.550 1.378 3.800 0.9 0.2 -0.1
O -3.947 0.056 4.414 0.3 -0.2 0.4
H -4.658 -0.578 4.510 -0.1 -0.2 0.1
H -4.181 0.563 3.636 -0.1 0.5 -0.5
O -1.487 -3.545 3.340 -0.2 -0.2 -0.3
H -1.613 -3.913 4.215 0.0 -0.1 0.2
H -0.992 -2.739 3.489 0.3 0.3 0.1
O -3.138 1.708 -2.184 -0.3 -0.1 -0.2
H -3.228 2.583 -1.806 0.4 0.3 0.1
H -3.734 1.163 -1.672 0.2 -0.5 0.1
O 0.867 -1.151 4.472 0.0 -0.1 -0.7
H 0.128 -0.635 4.793 -0.4 0.4 0.2
H 1.233 -1.560 5.256 0.4 -0.2 0.4
O -2.882 4.270 -1.296 -0.2 0.0 -0.2
H -2.148 4.851 -1.495 0.5 0.0 -0.5
H -3.596 4.587 -1.850 -0.3 0.2 -0.2
O 3.403 0.816 -4.140 0.1 0.1 0.2
H 2.654 0.244 -4.310 -0.3 -0.2 -0.1
H 3.479 1.353 -4.929 0.0 0.2 -0.2
O 5.156 -1.207 -3.235 0.5 -0.1 0.1
H 4.815 -0.453 -3.716 -0.2 0.3 -0.1
H 4.380 -1.723 -3.015 -0.2 -0.5 0.2
O 4.887 -0.898 4.238 -0.5 -0.8 0.4
H 5.669 -1.292 3.850 0.4 -0.1 -0.3
H 4.971 0.037 4.051 0.2 0.8 -0.2
O 1.875 3.906 2.487 -0.3 0.5 -0.2
H 2.461 3.929 1.731 0.1 0.1 -0.2
H 2.049 3.060 2.900 0.1 -0.7 0.5
O 2.759 -3.012 -2.503 0.6 0.4 0.0
H 2.358 -3.874 -2.391 -0.2 -0.1 0.0
H 2.243 -2.595 -3.194 -0.5 0.0 -0.1
O -4.503 -0.196 -0.508 -0.3 0.5 0.3
H -4.538 -1.048 -0.072 0.2 -0.3 0.1
H -5.111 -0.277 -1.242 -0.2 -0.2 -0.4
O -2.434 5.274 1.086 0.3 0.4 0.5
H -2.525 4.819 0.249 -0.4 -0.3 0.0
H -3.263 5.738 1.199 -0.1 0.1 0.2
```
Positions in Å, forces in eV/Å.

=====

Below is a structure of composition C8H5AgF3N2O4, with properties calculated with ωB97M-V/def2-TZVPD.

Total charge: -1
LUMO, Eh: 0.1129
HOMO-LUMO gap, eV: 7.85

```
23
Properties=species:S:1:pos:R:3:forces:R:3
Ag -0.525 0.087 -2.803 0.0 -0.1 0.1
O 1.683 -0.314 -2.475 0.0 0.0 -0.1
N 2.108 -0.313 -1.286 0.0 0.0 0.0
N 1.215 -0.400 -0.365 -0.1 0.0 0.3
O -0.072 -0.481 -0.548 0.3 0.0 0.0
C 1.701 -0.381 0.985 0.0 0.0 -0.1
C 3.063 -0.369 1.281 0.0 0.0 0.0
C 3.470 -0.350 2.604 0.0 0.0 0.0
C 2.538 -0.345 3.636 0.0 0.0 0.0
C 1.186 -0.363 3.328 0.0 0.0 0.0
C 0.761 -0.382 2.006 0.0 0.0 0.0
H 3.779 -0.372 0.472 0.0 0.0 0.0
H 4.529 -0.339 2.834 0.0 0.0 0.0
H 2.865 -0.331 4.668 0.0 0.0 0.0
H 0.448 -0.361 4.122 0.0 0.0 0.0
H -0.283 -0.398 1.730 0.0 0.0 0.0
F -5.084 0.227 -1.705 -0.1 0.0 0.1
C -4.660 0.862 -2.815 0.1 -0.1 -0.1
F -5.016 2.146 -2.691 0.0 0.1 0.0
F -5.364 0.361 -3.847 -0.1 0.0 -0.1
C -3.132 0.660 -3.008 -0.1 0.1 0.0
O -2.410 1.639 -2.753 -0.1 -0.2 -0.1
O -2.801 -0.486 -3.370 0.0 0.2 0.1
```
Positions in Å, forces in eV/Å.

=====

Below is a structure of composition C8H5AuCl2CoNO3S at a distorted geometry, with properties calculated with ωB97M-V/def2-TZVPD.

Total charge: +4
LUMO (spin up / spin down), Eh: -0.5191 / -0.6578
HOMO-LUMO gap (spin up / spin down), eV: 7.72 / 3.83
⟨S²⟩: 12.06
Multiplicity: 7

```
22
Properties=species:S:1:pos:R:3:forces:R:3
Co 0.046 0.411 -7.006 -0.2 2.5 6.4
Au 0.291 -0.918 -1.147 0.4 0.1 -0.7
Cl -0.380 1.996 -5.627 0.3 -0.6 0.2
Cl 1.513 -0.764 -3.056 0.2 0.1 -0.5
C -0.659 -0.960 0.514 -4.1 -3.2 3.6
C -0.391 1.122 -8.556 -2.8 4.6 -10.2
C 0.437 -0.978 -8.009 2.8 -9.4 -5.6
O -1.326 -1.286 1.412 2.8 1.6 -3.7
O -0.647 1.471 -9.636 1.3 -1.7 5.5
O 0.679 -1.859 -8.728 -1.3 4.5 3.4
S 0.498 1.176 1.351 0.9 1.2 0.6
C 0.307 0.596 2.908 -1.3 0.3 1.1
N -0.973 0.645 3.453 0.1 -0.4 0.7
C -1.261 0.171 4.707 -0.5 1.5 -2.1
C -0.260 -0.425 5.464 1.2 -0.6 0.2
C 1.062 -0.415 4.974 -0.4 0.0 0.6
C 1.355 0.111 3.715 0.5 -0.1 -0.1
H -1.714 1.060 2.873 0.0 -0.1 0.7
H -2.272 0.392 5.063 0.2 -0.4 -0.1
H -0.538 -0.906 6.409 0.3 0.3 -0.2
H 1.864 -0.786 5.614 -0.1 0.0 -0.2
H 2.369 0.144 3.307 -0.2 -0.1 0.3
```
Positions in Å, forces in eV/Å.

=====

Below is a structure of composition C8H5AuCl2IrNO3S at a distorted geometry, with properties calculated with ωB97M-V/def2-TZVPD.

Total charge: +4
LUMO (spin up / spin down), Eh: -0.5420 / -0.6909
HOMO-LUMO gap (spin up / spin down), eV: 6.07 / 5.31
Energy above the lowest of the compared OMol25 structures with the same formula, charge and spin, kJ/mol: 0.0
⟨S²⟩: 12.05
Multiplicity: 7

```
22
Properties=species:S:1:pos:R:3:forces:R:3
Au -3.510 2.404 -2.577 1.0 0.8 1.6
Ir -0.096 0.473 -1.131 0.0 4.6 -2.5
Cl -1.511 2.535 -1.411 -0.4 0.2 -0.1
Cl 1.047 0.613 -3.204 0.3 0.8 -0.3
C 0.397 -1.241 -1.525 2.2 -10.4 -2.8
C -5.417 2.500 -3.049 -7.5 0.7 -0.7
C -3.828 1.584 -4.323 0.9 -4.7 -7.3
O 0.783 -2.292 -1.876 -1.5 4.8 1.9
O -6.500 2.446 -3.441 4.8 0.2 1.6
O -3.961 0.938 -5.273 0.3 3.2 4.4
S -0.591 0.374 0.967 0.1 -0.6 3.7
C 0.768 -0.360 1.783 -0.4 2.3 -0.3
N 1.785 0.471 2.173 1.0 -0.3 0.2
C 2.967 -0.003 2.675 -1.5 2.5 -0.8
C 3.137 -1.364 2.826 0.2 -2.0 0.3
C 2.054 -2.219 2.589 -0.4 -0.3 0.0
C 0.864 -1.716 2.072 0.4 -1.6 0.4
H 1.653 1.475 2.024 0.3 -0.1 0.3
H 3.713 0.753 2.917 0.1 -0.1 0.0
H 4.103 -1.751 3.149 -0.1 0.0 0.1
H 2.133 -3.281 2.809 0.1 0.0 -0.1
H 0.012 -2.342 1.825 0.1 -0.2 0.2
```
Positions in Å, forces in eV/Å.

=====

Below is a structure of composition C8H5Cl2InNO3Y at a distorted geometry, with properties calculated with ωB97M-V/def2-TZVPD.

Total charge: +4
LUMO, Eh: -0.6949
HOMO-LUMO gap, eV: 2.62

```
21
Properties=species:S:1:pos:R:3:forces:R:3
In -0.121 -0.190 -5.702 -1.2 0.8 -2.2
Y -0.563 -0.562 0.420 1.3 1.0 -0.9
Cl -1.442 1.793 -5.644 0.9 -1.1 0.9
Cl 1.300 -1.816 -0.486 -0.9 0.6 0.2
C -1.224 -2.267 1.844 -1.8 -6.0 6.0
C -0.782 0.261 -8.015 -0.8 0.5 -4.0
C 0.133 -2.825 -7.513 0.8 -1.8 -3.1
O -1.442 -3.052 2.678 1.2 4.3 -4.7
O -1.140 0.543 -9.062 1.2 -0.9 3.7
O 0.300 -3.472 -8.448 -0.7 2.4 3.8
C 0.715 1.724 4.583 0.2 -0.3 -0.1
C -0.242 2.133 3.657 -0.9 0.8 -0.5
C -0.512 1.382 2.525 1.4 -0.7 0.9
N 0.196 0.222 2.323 -0.6 -0.5 0.1
C 1.056 -0.278 3.270 -0.6 1.2 -0.5
C 1.340 0.490 4.386 0.2 -0.5 0.0
H 0.966 2.342 5.454 -0.2 -0.3 -0.4
H -0.805 3.052 3.788 0.2 0.0 0.2
H -1.275 1.683 1.782 0.3 0.0 0.3
H 1.482 -1.259 3.067 0.1 0.3 0.1
H 2.060 0.093 5.091 0.0 0.1 0.1
```
Positions in Å, forces in eV/Å.